Density functional theory data (ωB97M-V with the def2-TZVPD basis set) for a cluster of 12 separate species, C48H72O24 in total in a non-equilibrium geometry.

HOMO   -10.08 eV
Gap between HOMO and LUMO   10.50 eV
SMILES   O=C1CCCO1.O=C1CCCO1.O=C1CCCO1.O=C1CCCO1.O=C1CCCO1.O=C1CCCO1.O=C1CCCO1.O=C1CCCO1.O=C1CCCO1.O=C1CCCO1.O=C1CCCO1.O=C1CCCO1

Structure (XYZ):
```
144
Properties=species:S:1:pos:R:3:forces:R:3:lowdin_charge:R:1
H -2.3631 -6.2772 2.7555 -0.91 -0.29 -0.63 0.1302
H -2.6090 5.2533 4.3007 -1.45 1.61 0.73 0.1086
O -2.6146 -3.7485 3.9044 -0.03 -0.71 -0.27 0.0978
O 2.1900 -4.7803 0.4094 -0.81 -1.12 -0.80 0.0504
C -3.8226 -1.0449 2.5783 2.82 1.39 0.08 -0.1295
H 5.1368 -3.6908 0.1648 -0.49 -0.24 0.25 0.1297
C 4.6054 1.9083 -2.4055 -3.12 -0.23 1.45 -0.1448
H 1.4204 -5.0044 4.2077 -0.64 0.69 0.32 0.1413
C -1.0051 2.1633 -4.1027 -1.40 -1.75 -0.45 -0.4603
H -0.9053 -1.6610 3.9411 -0.17 0.08 0.07 0.0837
C -2.2534 4.3775 3.8845 -0.16 -1.89 -0.93 -0.0776
O -3.4281 -1.3497 1.2274 -0.50 0.34 -0.20 0.0182
O -1.9790 -7.3070 1.0249 -0.03 0.15 -0.27 0.0304
H -2.6805 1.4038 -6.2639 -0.98 0.57 -0.74 0.0861
C 3.7355 2.1893 2.4258 -0.82 0.49 -0.80 -0.0412
C 3.2572 -4.3221 1.0118 -0.28 3.48 2.55 -0.5230
H 5.4303 2.6759 -0.5480 0.28 -0.45 -0.31 0.1238
H 4.5476 2.8965 2.1883 -0.12 -0.54 0.14 0.1228
H -0.4362 2.3738 3.3791 0.39 -0.10 -0.19 0.0970
C 1.2363 5.1104 -0.9329 0.72 -0.03 -3.08 -0.1915
H -5.9733 3.2385 -2.4969 -0.60 -0.76 -0.63 0.1136
H 5.0674 -5.3674 0.8018 -0.35 0.60 -0.29 0.1435
H 1.7757 -5.3042 -1.5033 0.04 0.07 -0.43 0.0951
C 3.1040 -0.1413 2.5176 -0.12 0.05 -2.19 -0.0896
H -0.9190 -1.3888 -0.0199 -0.20 -0.32 0.26 0.0929
H 0.2090 -4.4341 -4.2333 -0.18 0.57 0.58 0.1430
O 2.7802 6.3566 0.3132 -0.91 0.06 0.22 0.0138
O -4.5840 3.0761 -4.1066 -1.18 -0.01 1.07 0.0433
H 1.1105 4.2117 -1.5111 -0.01 -0.06 -0.78 0.1046
C 0.2167 0.1339 -1.0491 1.45 1.33 0.40 -0.1088
H -4.3113 -1.8703 2.9937 -0.79 -1.20 0.51 0.0980
C 5.5361 1.8287 -1.2480 1.72 0.20 0.20 -0.1665
H -0.7866 -2.5789 -1.9381 0.99 -0.63 0.03 0.1293
C -3.5394 5.0731 -3.4630 0.00 0.37 0.45 -0.0566
O -2.0126 1.3673 -3.6119 0.19 0.37 0.02 -0.0399
O -0.5071 1.5128 0.8449 0.33 -1.10 -0.35 -0.0077
H 1.7425 -2.1222 -1.5613 0.09 -0.08 -0.68 0.0953
C 0.7075 -2.9163 4.6483 1.56 1.21 0.16 -0.1398
C -1.9085 0.7956 -5.8807 0.26 -1.12 0.70 -0.1233
C 0.6092 -4.4251 4.7135 1.27 -0.57 -0.04 -0.1541
C 0.9951 -1.7509 -3.6785 1.58 0.07 1.81 -0.5006
H -3.5464 1.7386 1.3160 0.12 0.08 0.15 0.1202
C 2.6290 5.6438 -0.9524 1.78 0.28 1.23 -0.1234
C 4.3129 -0.1229 -1.1279 0.49 0.87 -0.90 -0.4649
O 1.8532 6.2176 2.3278 -0.28 0.28 1.83 0.1343
H -4.0547 -5.4254 0.3981 0.51 0.29 0.19 0.1311
C -2.9026 -6.4791 1.7916 0.29 -1.80 1.97 -0.1523
H -3.3661 -4.3835 1.6290 -0.02 0.65 0.73 0.0838
C -0.0485 -0.7760 0.1557 0.20 1.77 -0.30 -0.0576
H -2.4589 4.9754 -3.2629 -0.39 0.22 0.26 0.1255
C -2.4470 3.2285 4.8177 1.33 -0.44 2.35 -0.4677
H -3.7473 6.0650 -3.8816 0.23 -0.20 0.17 0.1301
O -3.2706 3.9626 -5.6193 -0.29 0.49 0.79 0.0998
H -3.8122 -7.1119 1.8796 0.70 0.46 0.55 0.1381
H -2.2343 -4.7653 -0.8274 0.60 -0.41 0.44 0.1235
C -1.4387 -3.7119 4.1700 -1.41 1.75 -0.08 -0.5040
C -1.3490 -6.5727 0.0962 -0.86 1.01 0.45 -0.4813
C -4.6541 0.2392 2.4971 0.25 -0.58 0.81 -0.1277
H 0.5990 5.8987 -1.2782 -0.57 0.31 -0.59 0.1301
O -3.4476 2.8016 5.3005 -0.59 -0.16 -0.27 0.1228
H -5.0085 1.1791 0.5937 -1.74 0.81 -1.14 0.0928
C 3.9569 -5.1186 -1.1024 1.95 1.15 -0.20 -0.1318
C 2.5572 -5.5330 -0.7986 -0.59 0.00 0.82 -0.1273
H 5.1874 0.6162 2.7967 -0.68 -0.30 -0.05 0.1250
C -3.7807 4.0480 -4.5200 0.99 -0.49 -1.85 -0.5095
H -5.3644 5.3479 -2.3083 0.14 -0.04 0.04 0.1097
C -4.4996 4.6785 -2.2956 0.95 0.94 -1.13 -0.1287
O 2.6419 0.4769 1.2436 0.10 0.68 -0.17 -0.0208
H -2.8186 -0.9303 3.0992 -1.41 0.12 -0.18 0.1268
C -3.1672 -5.2438 1.0427 -0.35 -0.22 -2.03 -0.1698
H 0.8476 -1.3428 0.3916 -0.18 -0.23 0.37 0.1164
H 0.4619 -4.8219 5.7045 0.55 0.08 0.74 0.1224
H -1.7036 -0.0348 -6.5747 0.17 0.46 0.24 0.1237
H -1.2170 -2.2136 5.5981 0.30 0.15 0.24 0.1383
H 5.1102 2.1407 -3.2610 1.34 0.59 -2.34 0.0790
H 0.7424 3.0775 4.5670 -0.55 0.13 -0.33 0.1312
O 5.3016 0.6097 -0.5187 -0.76 -0.16 -0.14 0.0160
H 4.0474 0.8964 4.1406 0.21 -0.18 -0.20 0.1156
O -3.0006 -0.2533 -0.6365 -0.55 0.57 0.40 0.0993
O 0.1076 -2.3695 -4.4129 -0.69 -0.43 -0.75 0.0325
C 4.1308 0.8188 3.0492 0.39 1.58 0.85 -0.1321
O -0.3779 -0.0406 2.4383 -0.41 -0.31 2.53 0.1173
C -4.2389 0.9065 1.2271 2.42 -1.55 -0.37 -0.0534
H 1.1246 3.8514 0.7929 0.56 -0.19 -0.05 0.0929
H 3.8678 2.7176 -2.2392 0.05 -0.69 -0.09 0.1129
H -0.0994 -4.2122 -1.6756 0.21 -0.59 0.44 0.0715
C -2.4328 0.2921 -4.5247 1.49 0.92 1.37 -0.0975
C -0.7406 1.7343 -5.5419 -0.34 -0.41 -0.13 -0.0550
C -0.3461 0.2214 1.2938 0.65 0.43 -2.78 -0.4753
H 0.2071 1.2489 -5.7258 0.43 -0.03 0.54 0.1125
C -4.9244 3.2833 -2.7242 0.95 -0.91 1.62 -0.1518
H -0.4985 4.6442 2.6988 0.23 0.36 -0.29 0.0810
O 1.3867 -0.6568 -3.9569 0.33 0.49 -0.19 0.1075
O 3.1661 -3.5907 2.0033 0.00 -1.50 -1.09 0.0633
H -5.6673 -0.1201 2.4168 -0.62 0.41 0.22 0.1169
H -0.7813 2.6063 -6.1690 0.05 0.50 -0.19 0.1150
C -0.2713 1.5926 -0.5986 -0.81 -1.58 -0.38 -0.0852
O 2.7427 2.4377 0.1338 0.25 -0.36 0.27 0.0935
H 4.5048 -0.0882 -3.1423 1.41 -1.45 -1.80 0.1008
H -1.2474 1.7105 -1.0991 0.37 0.37 0.39 0.1012
H -1.3612 -3.6454 -3.9946 -0.35 -0.23 0.11 0.1212
C -1.9191 -5.1413 0.1711 -0.13 0.81 -1.09 -0.0691
H 2.9936 2.8169 3.0064 0.63 -0.92 -0.36 0.1324
H -0.0989 5.0103 0.6778 0.39 0.31 0.04 0.1303
C 1.3861 -2.6671 -2.4487 -1.63 1.27 -0.02 -0.0382
H 4.6077 -5.9382 -1.4531 -0.51 0.34 -0.04 0.1202
H 1.2926 0.0904 -1.3667 -0.87 0.38 0.66 0.0981
H -2.8144 4.0544 2.9934 0.25 0.66 -0.06 0.1400
C -0.7868 4.4819 3.7220 1.94 -0.38 -0.45 -0.1582
H 1.3594 -2.4736 5.4439 -0.67 -0.50 -0.47 0.1318
O -0.5118 -7.0095 -0.6346 0.42 -0.06 -0.31 0.1065
H 2.9035 6.3406 -1.7257 -0.20 0.17 -0.40 0.1237
O -0.5732 3.0367 -3.4189 0.66 0.66 0.07 0.1108
C 0.9651 4.8563 0.4255 -1.55 0.37 4.68 -0.1313
C 3.9863 0.4980 -2.4768 -1.60 1.61 1.58 -0.0363
C -0.0049 -3.3271 -2.2620 -0.27 0.98 -1.71 -0.1229
H 0.3672 2.4583 -0.7851 0.08 -0.61 -0.02 0.0798
H -4.0332 4.7575 -1.3070 -0.09 -0.30 -0.29 0.1139
H 4.0409 -4.2672 -1.8141 -0.29 -0.68 0.25 0.1117
H -4.3711 2.5065 -2.1365 -0.53 0.47 -0.53 0.1327
C -0.3105 -3.5642 -3.7604 -0.37 -1.09 0.03 -0.1431
H 6.5490 1.7785 -1.7195 -0.34 0.06 1.13 0.1374
H 3.4307 4.9212 -0.8247 -0.21 -0.68 -0.76 0.1115
H 3.4493 -1.1360 2.2045 0.06 0.31 0.37 0.1147
C -0.7461 -2.4660 4.6509 0.42 -0.38 -0.22 -0.0657
O 3.9071 -1.1516 -0.6943 -0.10 -0.79 0.57 0.1188
H -0.3091 -0.1572 -1.9283 -0.75 -0.12 -0.54 0.0738
O -1.2032 2.7402 5.2375 -0.71 0.53 -1.44 0.0018
H -3.5003 0.2406 -4.4016 -0.43 -0.04 -0.34 0.1148
H -1.1607 -4.4289 0.5423 -0.20 -0.44 0.04 0.1277
C 3.0048 1.7781 1.1096 0.30 -0.82 1.50 -0.4405
C -3.4972 -0.2373 0.4660 0.43 -0.27 -0.31 -0.4416
O -0.6158 -4.7285 4.0922 -0.70 -1.38 -1.13 0.0406
C 4.4876 -4.5717 0.2719 1.39 -1.74 -1.20 -0.0630
H 2.9236 0.3935 -2.7960 0.77 0.30 0.60 0.1089
C 1.8611 5.8681 1.2060 0.18 -0.69 -2.43 -0.4512
H 2.1371 -3.3484 -2.8229 0.21 -0.40 0.08 0.1091
H -1.9848 -0.5913 -4.0320 -0.08 0.02 -0.96 0.1147
H 2.1945 -0.2236 3.0817 -0.24 -0.04 0.69 0.1073
C -0.2810 3.1235 4.1512 -0.18 -0.78 1.02 -0.1304
H 1.1876 -2.6012 3.6893 -0.40 -0.41 0.58 0.1090
H -4.4791 0.8577 3.3774 -0.39 -0.09 0.03 0.1152
H 2.5059 -6.5918 -0.5889 -0.20 -0.27 0.29 0.1269
H -0.2757 5.2086 4.3547 -0.50 0.34 -0.12 0.1312
```
Positions in Å, forces in eV/Å.